Entry 1:
A cluster of 3 separate species, C22H36N2O9S3 in total at a distorted geometry. Source: the Open Molecules 2025 dataset; level of theory: ωB97M-V/def2-TZVPD.

Structure (XYZ):
```
72
Properties=species:S:1:pos:R:3:forces:R:3:mulliken_charge:R:1
C 2.869138 -2.280797 0.417327 -0.1 -1.7 0.6 -0.333
O 2.083664 -1.158536 0.890051 1.5 0.3 -0.8 -0.320
C 2.658853 0.121420 0.522281 -0.3 1.3 -1.3 -0.193
C 3.559459 0.115725 -0.808446 1.0 0.3 -0.1 -0.244
C 3.860545 1.600709 -1.387058 -0.7 0.2 -0.4 -0.586
C 3.051547 1.920527 -2.768294 0.0 0.3 0.7 -0.617
C 2.140264 3.245719 -2.552776 -0.6 -0.5 -1.5 -0.961
C 0.665117 2.865447 -1.957280 1.0 0.4 -0.4 0.166
C 0.087035 4.016554 -0.999294 -0.2 -0.3 0.2 -0.522
C -1.419644 3.775565 -0.483491 -0.5 -1.2 0.4 -0.639
C -2.249209 2.719674 -1.386682 0.5 1.0 -0.5 0.060
C -3.827035 2.690120 -1.091737 -0.6 -0.2 -0.7 -0.766
C -4.346962 1.361684 -0.348852 0.5 -0.1 -0.6 -0.795
C -3.897897 0.092554 -1.257037 -0.6 -0.1 -0.8 0.435
C -4.474707 -0.029048 -2.684184 3.0 -2.2 2.8 -0.476
C -4.002295 -1.231833 -3.581337 2.1 -0.3 3.7 -0.465
C -2.970319 -2.253183 -3.001000 -2.0 3.0 0.4 -0.684
C -2.432071 -2.074829 -1.545442 0.6 0.7 2.1 0.410
N -1.459369 -2.884824 -0.818414 -2.5 3.3 0.1 -0.532
S -1.239432 -2.157606 0.715610 -1.7 0.6 -2.6 0.226
N -2.266631 -0.795098 0.737519 -0.5 -2.9 -5.2 -0.570
C -2.865835 -0.892676 -0.599022 -0.8 0.1 -1.9 0.709
H 3.985741 -2.227306 0.700646 -1.9 0.2 -0.7 0.061
H 2.714095 -2.509514 -0.704911 0.4 0.6 1.7 0.243
H 2.460558 -3.214896 0.970020 0.5 1.6 -0.8 0.236
H 1.766832 0.830870 0.309085 1.3 -1.2 0.5 0.044
H 3.272629 0.623227 1.353948 -0.8 -1.0 -0.9 0.188
H 3.084953 -0.483176 -1.665947 0.6 0.8 1.5 0.255
H 4.588682 -0.349569 -0.562921 -1.8 0.5 -0.4 0.097
H 4.971108 1.754820 -1.620292 -1.5 -0.4 0.6 0.353
H 3.536957 2.433189 -0.646462 0.6 -1.5 -0.9 0.306
H 3.808780 2.061654 -3.620099 -1.2 0.0 1.2 0.385
H 2.386312 1.023936 -3.085816 1.0 1.5 0.6 0.326
H 1.968013 3.668577 -3.621022 0.2 -0.4 1.8 0.339
H 2.660291 4.069288 -1.955165 -0.6 -1.3 -0.7 0.364
H 0.017199 2.674560 -2.898896 0.9 0.2 1.9 0.279
H 0.810215 1.894133 -1.364713 -0.5 1.3 -0.8 -0.266
H 0.114434 5.037825 -1.518668 0.2 -1.5 0.7 0.287
H 0.767036 4.025262 -0.059563 -1.0 0.3 -1.7 0.232
H -2.047296 4.735270 -0.413274 1.2 -1.3 -0.1 0.293
H -1.361095 3.297835 0.573508 -0.2 1.0 -1.6 0.205
H -1.718016 1.713061 -1.284319 -1.1 1.2 -0.1 0.005
H -2.120554 3.040736 -2.494058 -0.2 -0.6 1.8 0.204
H -4.189300 3.631902 -0.538126 0.7 -1.4 -0.7 0.431
H -4.359212 2.717573 -2.123090 0.8 0.0 1.7 0.263
H -3.863429 1.343447 0.697357 -0.8 -0.4 -1.7 0.294
H -5.500233 1.372258 -0.227309 1.9 0.0 -0.2 0.353
H -5.209214 0.791576 -3.025093 1.4 -1.7 0.5 0.298
H -4.412806 -1.282976 -4.641444 0.8 -0.2 1.6 0.331
H -2.587784 -3.113565 -3.642550 -0.6 1.4 1.1 0.350
C -5.354421 -2.813169 2.749337 0.0 -0.2 -0.6 -0.200
C -5.555107 -1.465763 2.073194 0.7 0.1 0.1 -0.083
O -6.850680 -1.031581 2.488402 -0.4 -0.6 0.6 -0.332
S -7.137815 -1.583219 3.988105 0.1 0.1 0.0 1.104
O -6.832335 -0.536521 4.918439 -0.4 -0.9 -0.5 -0.545
O -8.390508 -2.276840 3.983000 0.8 0.7 0.1 -0.537
O -5.939224 -2.676544 4.045111 -0.4 0.8 0.0 -0.335
H -5.887850 -3.605652 2.216667 0.1 0.0 0.0 0.324
H -4.299930 -3.079414 2.833054 -0.1 0.1 0.2 0.251
H -5.501976 -1.533716 0.986107 -0.2 0.1 0.1 0.162
H -4.823409 -0.733673 2.427547 0.0 -0.1 -0.1 0.191
C 7.341672 -1.534637 3.187120 -0.5 0.3 0.4 -0.292
C 6.778463 -2.888671 3.591760 0.6 -0.1 0.4 -0.344
O 6.178564 -3.409361 2.405677 0.1 0.6 -0.7 -0.302
S 7.015048 -2.887284 1.115953 0.3 -0.2 0.2 1.041
O 7.932785 -3.916591 0.728182 -0.8 0.9 0.0 -0.569
O 6.097855 -2.277532 0.199431 0.8 -0.6 0.5 -0.472
O 7.852961 -1.717436 1.866328 -0.3 -0.8 -0.3 -0.307
H 6.554726 -0.776088 3.145941 0.0 0.0 0.1 0.258
H 8.132954 -1.199513 3.858816 0.1 -0.1 -0.3 0.318
H 6.043200 -2.810861 4.392861 -0.1 -0.1 -0.3 0.323
H 7.575914 -3.573199 3.895704 0.0 0.1 0.0 0.292
```
Positions in Å, forces in eV/Å.

Properties
- LUMO level (eV) = -1.374
- highest occupied orbital energy (eV) = -8.7
- energy relative to the best compared isomer or geometry (same formula, charge and spin) (kcal per mole) = 173.4
- calculated total energy (eV) = -77301.354

=====

Entry 2:
A structure of composition C22H37AsN3PtSSi2. Source: the Open Molecules 2025 dataset; level of theory: ωB97M-V/def2-TZVPD.

Structure (XYZ):
```
67
Properties=species:S:1:pos:R:3:forces:R:3:nbo_charge:R:1
Pt -0.053378 -0.325663 -0.799602 -0.3 -0.2 0.1 0.629
C 2.272067 2.217215 0.597089 0.0 0.0 -0.1 -1.123
Si 0.504231 2.832099 0.454033 0.1 0.0 0.1 1.708
C -0.338332 2.800331 2.136593 0.0 0.0 -0.1 -1.122
C 0.598207 4.634705 -0.060730 0.0 0.0 0.0 -1.128
C -0.446283 1.753309 -0.763124 -0.1 0.0 0.0 -1.185
C -0.026913 1.815499 -2.189379 0.1 0.0 0.0 0.262
C 0.272223 2.847255 -3.070078 -0.1 0.0 0.0 -0.280
C 0.611616 2.517527 -4.372344 0.0 0.0 0.0 -0.118
C 0.672551 1.186407 -4.774534 0.0 0.0 0.0 -0.271
C 0.397103 0.202580 -3.847502 -0.1 0.0 0.0 0.080
N 0.043432 0.535428 -2.607422 0.2 0.0 0.0 -0.472
Si -2.349136 1.915927 -0.797550 0.1 0.1 0.0 1.725
C -3.036933 1.224108 -2.397352 0.0 0.0 0.0 -1.133
C -2.832055 3.725961 -0.709778 0.0 0.0 0.0 -1.137
C -3.217275 1.011665 0.600804 0.0 0.0 0.0 -1.131
H 2.749465 2.595205 1.504233 0.0 0.0 0.0 0.243
H 2.863986 2.568052 -0.252397 0.0 0.0 0.0 0.242
H 2.331542 1.128949 0.610586 0.0 0.1 0.0 0.231
H 0.377776 3.044262 2.924298 0.0 0.0 0.0 0.246
H -0.785066 1.837635 2.378954 0.0 -0.1 0.0 0.216
H -1.134086 3.547970 2.177934 0.0 0.0 0.0 0.243
H 1.142727 5.185813 0.711323 0.0 0.0 0.0 0.248
H -0.384027 5.097118 -0.162768 0.0 0.0 0.0 0.241
H 1.147845 4.779938 -0.991448 0.0 0.0 0.0 0.232
H 0.222613 3.875833 -2.746650 0.0 0.0 0.0 0.240
H 0.832730 3.302862 -5.083514 0.0 0.0 0.0 0.232
H 0.932125 0.916775 -5.787397 0.0 0.0 0.0 0.238
H 0.442939 -0.853192 -4.079858 0.0 0.0 0.0 0.221
H -2.633246 1.728691 -3.277997 0.0 0.0 0.0 0.239
H -4.119303 1.376220 -2.401100 0.0 0.0 0.0 0.246
H -2.848703 0.153904 -2.501884 0.0 0.0 0.0 0.242
H -2.350358 4.310077 -1.497375 0.0 0.0 0.0 0.238
H -2.576045 4.179866 0.249659 0.0 0.0 0.0 0.236
H -3.912171 3.825082 -0.843315 0.0 0.0 0.0 0.248
H -3.001849 -0.058463 0.560149 0.0 0.0 -0.1 0.218
H -4.296501 1.126819 0.473941 0.0 0.0 0.0 0.252
H -2.964793 1.409183 1.586509 0.0 0.0 0.0 0.233
N -0.219323 -1.095999 3.359676 0.0 0.0 0.0 -0.531
C -0.786704 -0.802876 2.171087 0.0 0.0 -0.1 0.250
N 0.083688 -0.819370 1.192607 0.1 0.2 0.0 -0.484
C 1.315434 -1.129422 1.772617 0.0 0.0 0.0 0.053
C 2.582042 -1.247053 1.201015 0.0 -0.1 0.0 -0.214
C 3.628648 -1.546836 2.047882 0.0 0.0 0.0 -0.201
C 3.431973 -1.730639 3.427661 0.0 0.0 0.0 -0.192
C 2.183897 -1.612710 4.002842 0.0 0.0 0.0 -0.246
C 1.132685 -1.304157 3.144147 0.0 0.0 0.0 0.157
H -0.702648 -1.121363 4.241471 0.0 0.0 0.0 0.438
H -1.837395 -0.601309 2.055616 0.0 0.1 0.0 0.242
H 2.724728 -1.097455 0.138739 0.0 0.0 0.0 0.249
H 4.628477 -1.636084 1.644602 0.0 0.0 0.0 0.231
H 4.282750 -1.961708 4.053984 0.0 0.0 0.0 0.232
H 2.034674 -1.743712 5.065968 0.0 0.0 0.0 0.233
C -1.003453 -4.075210 1.262575 0.0 0.0 0.0 -0.966
As 0.066161 -4.259736 -0.325353 0.0 0.0 0.0 1.481
C -0.713398 -5.707341 -1.315464 0.0 0.0 0.0 -0.961
C 1.787321 -4.873699 0.270552 0.0 0.0 0.0 -0.971
S 0.125218 -2.597595 -1.643153 0.1 0.1 -0.1 -0.611
H -1.109754 -5.060230 1.716286 0.0 0.0 0.0 0.251
H -1.980835 -3.681547 0.991985 0.0 0.0 0.0 0.257
H -0.504975 -3.406631 1.959531 0.0 0.0 0.0 0.242
H -0.670685 -6.623947 -0.729082 0.0 0.0 0.0 0.247
H -0.159191 -5.829504 -2.243481 0.0 0.0 0.0 0.261
H -1.746124 -5.453366 -1.544153 0.0 0.0 0.0 0.259
H 1.672854 -5.829813 0.780086 0.0 0.0 0.0 0.248
H 2.213303 -4.136718 0.947438 0.0 0.0 0.0 0.258
H 2.431908 -4.986923 -0.598685 0.0 0.0 0.0 0.261
```
Positions in Å, forces in eV/Å.

Properties
- net charge = +1
- LUMO level (eV) = -2.117
- highest occupied orbital energy (eV) = -10.8
- energy relative to the best compared isomer or geometry (same formula, charge and spin) (kcal per mole) = 0.0
- calculated total energy (eV) = -118559.631